Below is 13 unconnected molecules or ions with the total composition C62H132Cl8N2O24P2, with properties calculated with ωB97M-V with the def2-TZVPD basis set.

Computed properties:
molecular weight: 1635.3 g mol⁻¹
2S+1: 2
⟨S²⟩: 0.774
E: -237305.9152 eV
charge: -1
strongest force on any atom: 4.9 eV/A

Each line ends with the Mulliken spin population.
Geometry (Å):
C -2.00 1.69 5.98  0.001
C -0.75 1.74 5.12  -0.006
C -0.38 3.15 4.56  0.007
C 0.79 3.05 3.62  0.030
N 1.11 4.37 2.85  -0.014
C 2.35 4.25 2.00  0.019
C 2.19 5.20 0.81  0.022
C 0.72 4.88 0.43  -0.018
C 0.02 4.67 1.79  0.036
C 1.17 5.52 3.88  0.004
H -2.92 1.84 5.41  0.001
H -1.95 2.44 6.77  0.000
H -2.07 0.73 6.50  0.000
H -0.88 1.08 4.26  0.005
H 0.07 1.28 5.66  0.002
H -0.21 3.85 5.38  0.000
H -1.29 3.54 4.09  -0.002
H 0.56 2.31 2.85  -0.009
H 1.67 2.87 4.23  -0.013
H 3.31 4.40 2.51  -0.004
H 2.45 3.24 1.61  -0.014
H 2.36 6.23 1.10  0.000
H 2.87 4.92 0.01  -0.003
H 0.29 5.65 -0.21  0.000
H 0.65 3.96 -0.15  0.007
H -0.54 5.57 2.05  0.003
H -0.74 3.89 1.67  -0.020
H 1.52 6.39 3.33  -0.001
H 1.93 5.22 4.60  0.000
H 0.23 5.72 4.40  0.000
C 2.62 0.89 -5.33  0.000
C 2.99 0.15 -4.10  0.011
C 2.26 -1.23 -4.00  -0.009
C 2.77 -1.91 -2.66  -0.011
N 1.94 -3.22 -2.31  0.006
C 1.82 -4.21 -3.48  0.000
C 0.36 -4.09 -3.96  0.001
C -0.38 -3.90 -2.64  0.007
C 0.49 -2.89 -1.87  -0.022
C 2.61 -3.94 -1.12  0.005
H 2.92 1.94 -5.33  0.000
H 1.56 1.01 -5.53  0.000
H 3.15 0.48 -6.19  0.000
H 2.87 0.79 -3.23  -0.006
H 4.05 -0.07 -4.10  0.000
H 2.53 -1.83 -4.87  0.000
H 1.17 -1.17 -4.01  0.003
H 2.78 -1.27 -1.78  0.014
H 3.79 -2.29 -2.72  -0.002
H 1.93 -5.25 -3.18  0.000
H 2.55 -4.12 -4.29  0.000
H 0.11 -4.95 -4.59  0.000
H 0.29 -3.22 -4.61  0.000
H -0.46 -4.83 -2.08  0.001
H -1.41 -3.57 -2.84  0.001
H 0.46 -2.84 -0.78  0.017
H 0.27 -1.88 -2.20  -0.005
H 3.57 -4.32 -1.47  0.002
H 1.94 -4.74 -0.82  0.001
H 2.79 -3.30 -0.25  -0.004
C -0.23 1.34 -0.07  -0.080
C -1.40 0.72 0.55  0.232
C -1.16 -0.55 1.49  0.246
O -2.10 -1.04 2.09  0.074
C 0.21 -0.96 1.61  -0.166
C 1.25 -0.34 0.99  0.237
C 1.03 0.84 0.09  0.166
O 1.99 1.42 -0.61  0.019
O 2.35 -1.03 1.14  0.123
O -2.56 1.08 0.36  0.074
H -0.48 2.14 -0.75  0.021
H 0.30 -1.89 2.15  0.000
Cl -6.70 -0.78 2.14  0.000
C -5.26 0.26 1.96  -0.010
C -4.59 0.20 3.29  0.023
Cl -5.45 0.97 4.62  0.000
H -5.56 1.27 1.66  -0.002
H -4.59 -0.07 1.16  0.006
H -3.61 0.67 3.21  -0.011
H -4.44 -0.85 3.54  -0.002
Cl 7.27 0.65 -0.03  0.000
C 6.05 1.95 -0.27  0.000
C 5.15 1.70 -1.47  0.007
Cl 6.01 1.64 -3.04  0.000
H 6.58 2.89 -0.44  -0.001
H 5.53 2.08 0.67  0.003
H 4.35 2.44 -1.55  0.002
H 4.62 0.77 -1.30  0.000
Cl -4.22 4.66 -2.27  0.000
C -3.59 3.79 -0.78  0.000
C -4.14 4.32 0.49  0.005
Cl -5.81 3.80 0.69  0.000
H -2.50 3.89 -0.75  0.003
H -3.77 2.72 -0.88  0.000
H -4.17 5.41 0.44  0.000
H -3.49 3.96 1.29  -0.005
Cl -1.39 -4.92 4.88  0.000
C -1.85 -3.18 4.93  0.003
C -0.66 -2.19 4.87  -0.009
Cl 0.05 -2.16 6.51  0.000
H -2.47 -2.93 5.79  0.000
H -2.52 -2.98 4.09  0.000
H -0.83 -1.12 4.74  0.002
H 0.08 -2.56 4.16  0.001
C 2.79 -4.04 2.58  -0.004
O 3.21 -5.35 2.09  0.000
P 3.21 -6.64 3.09  0.000
O 3.84 -7.86 2.51  0.000
O 3.93 -6.06 4.43  0.000
C 5.36 -5.92 4.40  0.000
O 1.64 -6.73 3.47  0.000
C 1.25 -7.64 4.47  0.000
H 3.60 -3.30 2.59  -0.001
H 2.47 -4.10 3.62  0.000
H 1.96 -3.72 1.96  0.003
H 5.80 -6.74 3.83  0.000
H 5.82 -6.05 5.38  0.000
H 5.65 -4.96 3.98  0.000
H 2.06 -8.09 5.03  0.000
H 0.81 -8.49 3.95  0.000
H 0.51 -7.27 5.18  0.000
C -1.50 0.30 -2.93  0.008
O -1.79 -1.04 -3.40  -0.046
P -2.16 -1.23 -5.01  0.000
O -3.24 -0.39 -5.54  0.000
O -2.30 -2.87 -5.13  -0.001
C -3.59 -3.44 -5.26  0.000
O -0.75 -1.01 -5.80  -0.001
C -0.77 -1.38 -7.15  0.000
H -0.48 0.57 -2.63  0.000
H -2.27 0.56 -2.21  0.007
H -1.64 0.93 -3.81  0.000
H -3.44 -4.10 -6.11  0.000
H -4.43 -2.76 -5.42  0.000
H -3.83 -4.04 -4.38  0.000
H -0.31 -0.66 -7.83  0.000
H -1.74 -1.49 -7.64  0.000
H -0.30 -2.36 -7.23  0.000
C 3.15 0.27 4.50  0.009
O 3.66 1.45 5.01  -0.002
C 4.58 2.08 4.14  0.002
C 5.25 3.32 4.73  0.000
O 4.40 4.51 4.96  -0.001
C 5.11 5.60 5.52  0.000
C 4.17 6.82 5.54  -0.001
O 5.13 7.88 5.77  0.000
C 4.45 9.17 5.62  0.000
H 2.90 0.34 3.44  -0.001
H 2.26 -0.06 5.03  -0.002
H 3.83 -0.57 4.66  -0.001
H 3.99 2.41 3.28  0.000
H 5.38 1.43 3.80  0.000
H 6.16 3.63 4.21  0.000
H 5.64 2.91 5.66  0.000
H 5.94 5.77 4.83  0.000
H 5.43 5.34 6.53  0.000
H 3.43 6.81 6.33  0.000
H 3.61 6.83 4.60  0.000
H 3.61 9.35 6.29  0.000
H 4.04 9.35 4.63  0.000
H 5.13 9.99 5.86  0.000
C 0.65 3.78 -3.41  -0.002
O 0.00 4.75 -4.13  0.000
C -0.06 6.07 -3.47  0.000
C -0.63 7.16 -4.43  0.000
O -1.94 6.78 -4.84  0.000
C -2.67 7.69 -5.62  0.000
C -2.04 8.15 -7.00  0.000
O -0.81 8.88 -6.96  0.000
C -0.16 9.06 -8.21  0.000
H 1.70 4.07 -3.35  0.000
H 0.52 2.78 -3.82  0.002
H 0.17 3.60 -2.45  0.002
H 0.92 6.36 -3.09  0.000
H -0.72 6.04 -2.61  0.000
H -0.01 7.12 -5.33  0.000
H -0.60 8.18 -4.03  0.000
H -2.85 8.55 -4.98  0.000
H -3.64 7.21 -5.78  0.000
H -2.74 8.81 -7.51  0.000
H -1.82 7.17 -7.43  0.000
H -0.82 9.50 -8.95  0.000
H 0.16 8.07 -8.55  0.000
H 0.72 9.71 -8.10  0.000
C -0.70 -4.99 1.43  0.011
O -0.78 -5.76 0.29  0.004
C -1.09 -7.17 0.45  0.000
C -0.72 -7.91 -0.86  0.000
O 0.61 -7.50 -1.38  0.000
C 1.67 -7.67 -0.49  0.000
C 1.80 -9.05 0.10  0.000
O 1.80 -10.03 -0.85  0.000
C 1.67 -11.38 -0.43  0.000
H -0.36 -3.99 1.18  0.000
H 0.08 -5.35 2.10  0.001
H -1.60 -4.90 2.04  0.001
H -2.17 -7.30 0.59  0.000
H -0.56 -7.62 1.29  0.000
H -1.40 -7.70 -1.68  0.000
H -0.73 -8.99 -0.72  0.000
H 1.78 -6.89 0.26  0.000
H 2.58 -7.47 -1.06  0.000
H 1.10 -9.21 0.92  0.000
H 2.77 -9.10 0.61  0.000
H 0.70 -11.75 -0.12  0.000
H 2.27 -11.75 0.40  0.000
H 1.96 -11.99 -1.28  0.000
C -3.90 -4.68 -1.41  0.002
O -4.49 -3.48 -1.87  0.000
C -4.04 -2.31 -1.16  -0.044
C -4.70 -1.04 -1.69  -0.008
O -6.10 -1.05 -1.57  0.000
C -6.61 0.26 -1.45  0.001
C -8.12 0.31 -1.14  0.000
O -8.61 1.63 -1.25  0.000
C -10.04 1.64 -1.26  0.000
H -4.14 -4.91 -0.37  0.000
H -2.84 -4.80 -1.63  0.000
H -4.33 -5.40 -2.10  0.000
H -2.96 -2.18 -1.22  0.049
H -4.28 -2.42 -0.10  0.003
H -4.62 -1.04 -2.78  0.000
H -4.24 -0.10 -1.38  0.012
H -6.36 0.93 -2.28  0.000
H -6.16 0.73 -0.58  -0.002
H -8.28 -0.02 -0.12  0.000
H -8.69 -0.30 -1.84  0.000
H -10.33 2.69 -1.17  0.000
H -10.46 1.10 -0.41  0.000
H -10.41 1.20 -2.18  0.000